This record from the OMol25 dataset describes a structure of composition C10H16Cl2N2Ti at a distorted geometry. The level of theory is ωB97M-V/def2-TZVPD.

Geometry as XYZ:
```
31
Properties=species:S:1:pos:R:3:forces:R:3:mulliken_charge:R:1
Ti -1.40777 -2.17042 1.44014 0.26 -0.02 -2.90 0.976
Cl 0.49881 -3.23067 1.68756 0.90 -0.30 0.25 -0.474
Cl -3.18064 -3.36034 1.94524 -0.72 -0.41 0.07 -0.478
C -1.47584 -1.30772 -0.34481 -0.84 -1.21 1.78 -0.821
H -1.18437 -0.34259 -0.75134 0.21 -0.27 -0.07 0.394
H -1.99316 -1.98272 -1.05706 0.13 0.38 0.14 0.245
C 1.01758 1.15719 -0.59942 -0.91 0.21 -1.03 -0.133
C 0.23079 1.37289 -1.68633 1.06 0.42 1.15 -0.602
H 0.82545 1.66566 0.34809 -0.22 -0.07 -0.23 0.378
C 0.55041 0.77518 -3.02523 0.27 -0.53 -0.11 -0.614
H -0.61792 2.06485 -1.64853 0.33 -0.15 0.20 0.392
C 1.27105 -0.57510 -2.84620 -0.21 0.11 -0.05 -0.577
H -0.35610 0.65118 -3.63424 0.20 0.04 0.16 0.307
H 1.22594 1.45373 -3.57571 -0.30 -0.08 0.08 0.352
C 2.49677 -0.42846 -1.95095 0.08 0.23 0.08 -0.757
H 0.57320 -1.28759 -2.39348 0.03 0.02 -0.05 0.184
H 1.57086 -0.97135 -3.82292 -0.06 0.01 0.13 0.338
C 2.17676 0.20173 -0.57694 0.27 -0.38 -0.17 -0.384
H 2.97997 -1.40462 -1.81220 -0.06 0.24 -0.01 0.315
H 3.21794 0.22427 -2.45666 -0.01 -0.11 -0.05 0.310
H 1.99302 -0.60770 0.15473 -0.11 0.37 -0.14 0.137
H 3.07769 0.73095 -0.22659 -0.25 -0.13 0.05 0.356
N -2.23557 0.39883 2.10201 0.67 0.83 0.75 -0.005
C -2.09901 1.57882 2.72685 0.36 -0.86 0.47 -0.229
C -1.08785 1.41901 3.67419 -0.03 -0.06 -0.15 -0.594
C -0.61761 0.10987 3.54394 -1.42 0.01 -1.40 -0.516
N -1.32594 -0.51603 2.55391 0.01 2.20 1.17 -0.079
H -2.81524 0.21245 1.29153 0.28 -0.43 -0.07 0.263
H -2.73505 2.41649 2.49100 0.07 -0.03 -0.01 0.450
H -0.73147 2.15761 4.36682 0.01 0.08 0.03 0.389
H 0.15730 -0.40536 4.08260 0.02 -0.12 -0.07 0.478
```
Positions in Å, forces in eV/Å.

Its total energy is -2270.0093 Eh. As for the HOMO-LUMO gap (alpha / beta): 7.51 / 7.03 eV. As for the LUMO energy (alpha / beta): -0.144 / -0.389 eV. The relative energy (zero: lowest compared OMol25 entry of this formula, charge and spin) is 0.0 kJ/mol. The charge is 0.



This record from the OMol25 dataset describes a cluster of 9 separate species, C23H64N2O9 in total at a distorted geometry. The level of theory is ωB97M-V/def2-TZVPD.

Geometry as XYZ:
```
98
Properties=species:S:1:pos:R:3:forces:R:3:mulliken_charge:R:1
C 17.72834 -12.84016 -9.19402 0.17 1.53 -1.21 0.652
O 18.86377 -12.48749 -8.44942 0.67 -0.69 0.54 0.366
H 17.85478 -13.65884 -9.88116 0.51 -0.95 0.47 -0.271
H 17.56450 -12.03458 -9.90724 -0.53 0.33 -0.01 -0.541
H 16.89539 -12.91313 -8.54824 -1.09 -0.56 0.42 0.228
H 18.60967 -11.87343 -7.74603 0.26 0.08 -0.28 -0.446
C 21.14252 -13.40224 -10.99029 -5.33 -3.84 -3.29 0.559
O 20.07251 -13.97748 -11.64053 4.33 3.00 3.22 -0.534
N 21.20473 -13.17936 -9.69898 -1.17 -0.58 0.81 -0.196
N 22.24091 -13.19972 -11.67301 3.36 1.00 -3.13 -0.471
H 20.34066 -13.20562 -9.17469 -0.06 0.17 0.24 -0.113
H 21.93861 -12.63183 -9.34874 0.83 0.73 0.53 0.201
H 22.20318 -13.19386 -12.72549 -0.12 -0.27 2.02 0.273
H 23.17169 -12.98802 -11.25642 -1.50 -0.18 -0.42 0.169
C 18.14456 -16.50210 -10.99009 -0.39 -1.08 -0.44 -0.600
C 18.15218 -16.34687 -12.50777 10.38 2.91 3.12 0.628
C 19.52727 -16.92344 -12.98799 2.30 0.59 0.60 -1.437
O 17.19265 -16.82619 -13.12696 -8.70 -4.23 -5.20 -0.701
H 18.90111 -15.89255 -10.49297 -0.13 -0.06 -0.28 0.109
H 18.28748 -17.59569 -10.75298 0.11 1.00 -0.24 0.535
H 17.15444 -16.30237 -10.63831 -0.67 0.47 0.57 -0.193
H 18.34263 -15.39993 -12.96538 -0.01 2.15 1.32 0.217
H 20.40886 -16.26586 -12.71476 -1.29 -0.16 0.31 0.163
H 19.70408 -16.92451 -14.05774 -0.74 -0.34 -0.57 0.366
H 19.85649 -17.86772 -12.56816 -0.52 -0.61 -0.04 0.398
H 17.19199 -16.48685 -14.04715 -0.05 -0.75 0.68 0.489
C 13.98351 -17.00237 -8.23359 -0.14 -1.87 0.88 -1.672
C 14.12556 -16.03655 -9.36008 -0.72 3.85 6.03 0.463
C 15.16570 -14.93943 -9.00350 -1.15 0.21 1.18 -0.111
O 14.49565 -16.61487 -10.39876 2.95 -4.52 -8.00 -0.595
H 13.85742 -16.51285 -7.27887 -0.43 0.28 0.25 0.373
H 14.93528 -17.54790 -8.11532 -0.21 -0.01 -0.23 0.328
H 13.16971 -17.78709 -8.36453 0.92 1.10 -0.02 0.339
H 13.16851 -15.61780 -9.55718 -1.43 1.33 0.48 0.310
H 14.69530 -14.31100 -8.22741 0.71 -0.19 0.09 0.663
H 15.32733 -14.26548 -9.82237 0.00 0.18 -0.70 -0.558
H 16.15627 -15.35138 -8.72591 -0.71 0.08 0.13 -0.034
H 14.66617 -15.95580 -11.10348 -0.16 -0.66 -0.12 0.447
C 16.12997 -14.36813 -5.82697 -1.48 0.82 -0.92 -1.008
C 17.51237 -14.86922 -6.05858 0.51 5.49 -3.22 1.799
C 18.62350 -14.04443 -5.47887 0.90 2.21 -0.60 -1.274
O 17.74290 -16.04247 -5.63160 0.82 -9.26 1.74 -0.625
H 15.93406 -13.37732 -6.30681 0.24 -0.80 0.07 0.079
H 15.76621 -14.25342 -4.83666 0.45 0.09 1.47 0.525
H 15.43185 -15.10635 -6.21877 -0.04 0.09 -0.45 -0.014
H 17.67779 -14.90020 -7.16155 -0.28 0.81 0.23 -0.569
H 19.58626 -14.32929 -5.92676 -0.28 -0.14 -0.06 0.290
H 18.77033 -14.16376 -4.40723 -0.53 -0.01 0.14 0.440
H 18.50511 -12.96960 -5.74490 0.04 -0.50 0.49 -0.087
H 17.83629 -16.72283 -6.35156 -0.35 1.11 1.32 0.460
C 18.06905 -7.82041 -7.48751 -0.31 1.39 0.10 -1.710
C 17.85891 -9.25434 -7.09188 -7.34 4.52 2.61 0.754
C 16.68296 -9.89314 -7.79560 -0.19 -0.24 -1.36 -1.092
O 18.85760 -9.97142 -7.21850 9.11 -5.63 -1.70 -0.364
H 18.62859 -7.60445 -8.39137 -0.28 -0.63 -0.56 0.341
H 18.61963 -7.20804 -6.78455 0.18 -0.23 0.84 0.471
H 17.09458 -7.35926 -7.53203 -0.30 0.41 -0.30 0.431
H 17.65921 -9.28628 -5.96762 -1.00 0.72 -0.73 0.267
H 16.63425 -10.96008 -7.68091 0.27 -0.57 0.40 -0.157
H 16.54685 -9.74147 -8.87792 0.90 0.21 0.11 0.162
H 15.76165 -9.54636 -7.45381 -1.51 0.79 1.13 0.687
H 19.63227 -9.49651 -6.89183 0.22 -0.49 -0.12 0.284
C 16.17674 -13.23092 -13.61236 0.32 -0.23 -0.08 -1.712
C 15.52660 -13.94568 -12.45135 0.24 6.11 0.71 2.368
C 14.29830 -13.13153 -12.12915 -0.79 1.54 -0.04 -1.563
O 15.11039 -15.13461 -12.65543 -0.95 -7.07 -1.39 -0.771
H 16.17439 -12.18241 -13.38327 -0.10 0.57 -0.05 0.329
H 15.65654 -13.37982 -14.55966 0.11 -0.21 0.02 0.411
H 17.21595 -13.49985 -13.61409 0.64 -0.30 -0.70 0.325
H 16.23124 -13.87858 -11.63028 0.41 0.11 0.60 -0.635
H 13.62981 -13.51048 -11.37133 0.04 -0.49 0.43 0.271
H 13.65348 -12.94286 -13.00979 0.46 -0.41 0.10 0.414
H 14.61209 -12.13906 -11.81614 -0.01 0.24 0.26 0.295
H 15.85955 -15.76676 -12.81371 -0.69 0.17 0.09 0.480
C 18.69332 -11.10862 -12.50310 -1.75 0.73 -0.24 -1.153
C 17.83934 -10.09928 -11.72767 4.37 -4.14 5.72 0.951
C 18.70496 -9.45758 -10.63837 0.36 -1.28 1.66 -1.358
O 17.36494 -9.13944 -12.38932 -4.05 5.42 -5.57 -0.596
H 19.14120 -11.86367 -11.88644 -0.28 -0.75 0.02 0.040
H 19.45382 -10.64099 -13.07649 0.93 0.92 -0.24 0.560
H 17.97348 -11.40566 -13.25904 0.37 -1.14 -0.15 0.114
H 17.01864 -10.58394 -11.19695 -0.07 -0.89 0.22 -0.199
H 18.95257 -10.21971 -9.85464 0.14 0.41 -0.73 0.238
H 18.21679 -8.68416 -10.04920 -0.33 0.16 -0.53 0.283
H 19.63284 -9.05837 -11.03003 0.19 0.09 -0.26 0.469
H 16.57863 -9.48276 -12.84791 0.33 0.76 -0.27 0.454
C 20.72340 -10.78214 -2.64018 -1.19 1.03 0.84 -1.517
C 20.88756 -11.98275 -3.54253 -8.16 5.21 -3.55 1.020
C 20.92646 -11.54817 -5.02882 0.29 -0.92 -0.15 -0.877
O 21.77691 -12.74649 -3.16644 8.99 -6.89 1.90 -0.538
H 20.76068 -11.11883 -1.59518 0.22 0.25 -0.21 0.373
H 19.77156 -10.18952 -2.73110 0.34 -1.21 -0.26 0.303
H 21.40651 -9.96861 -2.81960 1.08 -0.08 0.04 0.385
H 19.98738 -12.58859 -3.43612 -1.43 0.60 -0.29 -0.136
H 21.05691 -12.40807 -5.71642 -0.02 0.08 0.47 0.187
H 21.75417 -10.88578 -5.25067 0.15 0.46 0.11 0.555
H 19.97289 -11.13468 -5.31186 -0.24 0.48 -0.03 -0.050
H 21.84781 -13.51592 -3.79574 0.09 1.09 1.18 0.389
```
Positions in Å, forces in eV/Å.

Its total energy is -1701.0869 Eh. As for the HOMO-LUMO gap: 9.39 eV. Its SMILES is NC(N)=O.CC(C)O.CC(C)O.CC(C)O.CC(C)O.CC(C)O.CC(C)O.CC(C)O.CO. As for the LUMO energy: 0.302 eV. The relative energy (zero: lowest compared OMol25 entry of this formula, charge and spin) is 735.0 kJ/mol. The charge is 0.